Record 1
This record from OMol25 describes a structure of composition C24H14N10PbS3. The level of theory is wB97M-V/def2-TZVPD.

XYZ file:
```
52
Properties=species:S:1:pos:R:3:forces:R:3:nbo_charge:R:1
Pb 0.251374 -0.114374 0.514880 -0.47 -0.39 0.30 1.427
N 1.855031 -3.658087 -1.747808 0.11 -0.10 0.11 -0.497
C 0.846634 -3.487786 -2.680756 -0.27 0.29 0.00 0.168
C 0.490612 -4.203937 -3.817510 0.04 -0.07 -0.02 -0.231
C -0.569472 -3.709232 -4.547802 0.01 -0.04 0.01 -0.171
C -1.251491 -2.543448 -4.163803 -0.06 0.09 0.03 -0.185
C -0.903492 -1.841313 -3.029772 -0.01 0.01 0.05 -0.214
C 0.162072 -2.332801 -2.277332 0.09 -0.25 -0.23 0.073
N 0.758689 -1.844383 -1.125776 0.30 -0.09 0.17 -0.595
C 1.767104 -2.658497 -0.847528 -0.29 0.13 -0.30 0.386
C 2.695285 -2.393076 0.241210 0.40 -0.13 0.21 0.042
C 3.800547 -3.103384 0.607168 -0.08 0.01 0.02 -0.387
S 4.611501 -2.326795 1.891271 -0.16 0.08 -0.07 0.601
C 3.442461 -1.091084 1.872707 0.10 -0.14 0.09 -0.128
N 2.502176 -1.242873 0.979664 0.08 0.08 -0.25 -0.537
H 2.520055 -4.414706 -1.747773 0.05 0.04 0.05 0.441
H 1.017569 -5.100056 -4.116906 -0.02 0.01 -0.02 0.244
H -0.891591 -4.228720 -5.439594 0.04 -0.01 0.00 0.245
H -2.069656 -2.191691 -4.777465 0.00 -0.02 0.01 0.239
H -1.437544 -0.946074 -2.732775 -0.01 -0.01 -0.02 0.215
H 4.174734 -4.031045 0.203071 -0.01 0.02 -0.01 0.270
H 3.482717 -0.253224 2.555068 0.03 -0.02 0.00 0.250
N -2.806424 3.075861 -1.125987 -0.11 -0.07 0.22 -0.306
C -2.563552 2.210868 -0.135821 -0.11 0.14 -0.09 0.227
N -1.383432 1.661981 -0.338810 0.15 0.02 -0.26 -0.579
C -0.944864 2.246936 -1.495210 -0.33 0.05 0.40 0.259
N -1.791795 3.113359 -1.992609 0.23 -0.01 -0.26 -0.197
C 0.352641 1.921048 -2.075498 0.28 -0.01 -0.29 0.124
C 0.723305 2.379029 -3.342440 -0.01 -0.03 0.19 0.063
N 1.878378 2.040894 -3.886759 0.04 0.06 -0.11 -0.302
C 2.699526 1.276662 -3.176982 -0.02 0.02 0.07 0.022
C 2.361133 0.833184 -1.908130 0.05 -0.02 0.00 0.024
N 1.180473 1.139172 -1.366756 -0.16 0.19 -0.09 -0.503
H -3.618184 3.654821 -1.283559 -0.04 0.02 0.04 0.451
H -3.232406 2.013437 0.686778 -0.04 0.02 -0.05 0.244
H 0.062302 3.024281 -3.907984 -0.03 -0.04 0.00 0.243
H 3.644987 1.010009 -3.632338 0.01 0.00 0.06 0.235
H 3.038214 0.228715 -1.318508 -0.03 -0.05 -0.03 0.219
S -0.055588 3.833511 2.413052 -0.02 -0.04 0.00 0.265
C -1.119154 2.963292 3.523818 0.20 -0.08 -0.04 -0.097
C -2.277393 3.248503 4.210862 -0.07 -0.01 0.05 -0.204
C -2.782808 2.235114 5.030528 0.18 -0.10 -0.06 -0.088
C -3.978944 2.467688 5.783246 -0.17 0.06 0.08 0.228
N -4.933759 2.656572 6.392259 0.03 0.01 -0.07 -0.187
C -2.135665 0.988141 5.143981 0.07 0.17 -0.11 -0.102
C -0.941953 0.729886 4.464652 -0.10 -0.07 0.02 -0.167
C -0.465769 1.741724 3.667333 0.13 0.10 -0.28 -0.224
S 0.960930 1.986770 2.635053 0.01 0.30 0.33 0.153
C -2.713461 -0.045715 5.948205 -0.11 -0.15 0.11 0.222
N -3.186955 -0.898580 6.554136 0.07 0.03 -0.02 -0.194
H -2.781161 4.202846 4.143121 -0.01 -0.01 0.03 0.263
H -0.443946 -0.223443 4.577937 0.00 0.01 0.04 0.252
```
Forces are in eV/Å.

charge: +2
relative energy (zero: lowest compared OMol25 entry of this formula, charge and spin): 0.1009 eV
energy: -77755.934 eV

***

Record 2
This record from OMol25 describes an isolated molecule of C7H3Cl3N2O2S at a distorted geometry. The level of theory is wB97M-V/def2-TZVPD.

XYZ file:
```
18
Properties=species:S:1:pos:R:3:forces:R:3:nbo_charge:R:1
C 1.472042 0.592556 2.500230 2.20 -3.12 1.63 -0.916
S -0.192531 0.003787 2.271079 -2.42 5.87 0.67 2.112
O -1.118402 0.982760 2.909513 1.93 -1.06 -2.09 -0.920
O -0.439844 -1.281782 2.783971 1.16 -2.27 -0.39 -0.887
C -0.309301 0.211356 0.321670 0.46 -1.17 -0.57 -0.027
N 0.368929 1.192893 -0.305866 -0.68 -0.21 0.18 -0.401
C 0.346078 1.342284 -1.645881 -1.15 -1.49 1.63 0.192
Cl 1.087770 2.822724 -2.364798 -0.78 -1.88 0.98 0.046
C -0.335671 0.317931 -2.412620 0.99 1.92 1.68 -0.068
Cl -0.379171 0.708184 -4.023169 -0.49 -0.82 -1.86 0.139
C -0.931282 -0.809894 -1.765798 0.97 0.50 -2.17 -0.190
C -1.298374 -1.962630 -2.568869 -0.97 -2.95 -5.63 0.256
N -1.472253 -2.702245 -3.517613 0.85 3.82 5.52 -0.225
C -0.939647 -0.843622 -0.411911 0.15 0.04 2.76 0.000
Cl -1.654308 -2.256019 0.370329 0.32 0.97 -0.68 0.086
H 1.926607 1.468982 2.074042 -0.89 0.56 -0.35 0.281
H 1.749786 0.486906 3.593128 -1.07 0.69 -0.84 0.275
H 2.119577 -0.274168 2.192564 -0.59 0.60 -0.47 0.247
```
Forces are in eV/Å.

charge: 0
energy: -62781.854 eV

***

Record 3
This record from OMol25 describes an isolated molecule of C2H3BrFNO at a distorted geometry. The level of theory is wB97M-V/def2-TZVPD.

XYZ file:
```
9
Properties=species:S:1:pos:R:3:forces:R:3:nbo_charge:R:1
C -0.242974 0.154396 -0.267454 5.34 -2.22 2.57 -0.775
C -1.477216 0.669246 0.198417 -2.98 -1.81 -2.11 0.730
O -1.845335 1.678057 0.629732 -0.28 0.85 0.89 -0.445
N -2.641124 -0.459912 -0.505891 1.59 1.58 0.99 -0.226
F -2.401599 -1.627738 0.254749 0.00 -0.21 0.10 -0.279
Br -4.352246 0.112901 -0.089309 -0.32 0.07 0.16 0.184
H 0.173923 -0.832676 0.335429 -1.52 2.45 -1.09 0.282
H 0.632766 0.862877 -0.172959 -1.24 -0.43 0.00 0.255
H -0.243559 -0.230445 -1.241580 -0.59 -0.27 -1.51 0.273
```
Forces are in eV/Å.

charge: 0
relative energy (zero: lowest compared OMol25 entry of this formula, charge and spin): 4.2341 eV
energy: -78416.198 eV

***

Record 4
This record from OMol25 describes a cluster of 2 separate species, C6H14N2O2 in total at a distorted geometry. The level of theory is wB97M-V/def2-TZVPD.

XYZ file:
```
24
Properties=species:S:1:pos:R:3:forces:R:3:nbo_charge:R:1
C 2.502611 0.016927 1.201849 -0.08 1.11 -0.64 -0.592
C 2.900607 -0.607166 -0.137689 1.74 -0.03 1.19 -0.512
C 1.814334 -0.935281 -1.094587 -2.52 0.01 -0.32 0.663
N 1.853337 -2.138234 -1.717647 1.14 -0.42 -0.03 -0.810
O 0.793013 -0.263981 -1.249737 0.91 0.36 0.53 -0.636
H 1.825735 0.854083 0.988928 -0.41 -0.49 0.33 0.215
H 3.366477 0.546107 1.609060 0.16 -0.41 0.16 0.212
H 2.139539 -0.697410 1.935157 -0.32 0.12 -0.09 0.214
H 3.667957 0.056513 -0.537375 -0.36 0.19 -0.68 0.238
H 3.504363 -1.476936 0.125057 -0.20 -0.43 -0.34 0.210
H 1.097442 -2.365697 -2.350124 0.31 0.14 0.07 0.410
H 2.740024 -2.622025 -1.778529 -0.42 -0.12 -0.09 0.389
C -2.545056 -0.330276 1.097592 1.45 -0.23 -0.47 -0.617
C -2.996743 0.338333 -0.195027 0.43 -1.30 -0.85 -0.501
C -2.606776 1.771309 -0.344051 -1.43 0.59 0.49 0.673
N -1.396181 2.142914 0.124978 1.64 0.88 0.37 -0.829
O -3.395944 2.580570 -0.807398 0.45 0.08 -0.22 -0.623
H -1.467119 -0.515909 0.990959 0.09 0.49 0.40 0.205
H -2.860921 -1.352797 1.255576 -0.88 -0.06 -0.10 0.217
H -2.733343 0.280454 1.979255 -0.06 -0.09 -0.02 0.213
H -2.511067 -0.091798 -1.092194 0.24 -0.39 0.52 0.231
H -4.032482 0.128285 -0.434255 -0.39 0.79 0.32 0.232
H -1.044454 3.072493 -0.042213 -0.80 0.25 -0.30 0.394
H -0.615354 1.609521 0.472413 -0.68 -1.04 -0.22 0.403
```
Forces are in eV/Å.

charge: 0
relative energy (zero: lowest compared OMol25 entry of this formula, charge and spin): 0.7143 eV
energy: -13524.910 eV